(1)
C46H52IKN10OP as an isolated structure at a distorted geometry, computed with ωB97M-V/def2-TZVPD.

Summary:
LUMO, Eh: -0.065
Energy, eV: -99207.173
HOMO, eV: -9.97
Molecular weight, Da: 957.97
Charge: +1

Each line ends with the Löwdin charge.
Positions of all 112 atoms, in Å:
K 0.07237 -0.73441 -0.06675  0.47
I 2.71572 -0.44786 2.31876  1.05
C 2.99289 1.01224 3.81500  -0.58
C 4.23573 0.91511 4.37806  -0.18
C 4.62955 1.75394 5.43418  -0.07
C 3.74836 2.67225 5.90544  -0.03
C 2.45511 2.79876 5.34433  -0.16
C 1.58971 3.76343 5.90982  -0.02
C 0.32518 3.92582 5.44329  -0.05
C -0.10737 3.13615 4.36798  -0.09
C 0.68796 2.19477 3.75657  -0.31
P -0.12060 1.31288 2.33931  0.98
C -1.29955 0.23137 3.23597  -0.36
C -1.20000 -0.04610 4.59722  -0.06
C -2.07462 -0.94361 5.19953  -0.07
C -3.06152 -1.57103 4.45384  -0.08
C -3.15981 -1.31458 3.09204  -0.08
C -2.27571 -0.43414 2.49049  -0.13
C -1.18417 2.66028 1.67375  -0.39
C -0.51149 3.62336 0.91611  -0.11
C -1.19419 4.67941 0.33557  -0.08
C -2.57172 4.78160 0.48952  -0.07
C -3.25205 3.82544 1.22891  -0.09
C -2.56524 2.76692 1.81634  -0.11
C 2.02257 1.97260 4.25319  -0.18
H 4.92989 0.17321 4.00837  0.08
H 5.61749 1.64839 5.86225  0.11
H 4.01425 3.32505 6.72799  0.12
H 1.96098 4.36418 6.73150  0.12
H -0.34357 4.65359 5.88386  0.11
H -1.11639 3.28402 4.00815  0.10
H -0.44086 0.43717 5.19912  0.11
H -1.98589 -1.14512 6.25982  0.11
H -3.74983 -2.25751 4.93067  0.11
H -3.92202 -1.80374 2.49675  0.10
H -2.34532 -0.26193 1.42285  0.06
H 0.56502 3.54702 0.79528  0.11
H -0.65654 5.42437 -0.23690  0.11
H -3.11025 5.60814 0.04396  0.11
H -4.32245 3.91562 1.36659  0.10
H -3.10511 2.03821 2.41022  0.10
C -1.28833 -4.50523 1.80904  0.03
C -0.19668 -3.70021 1.15581  -0.52
O 0.06366 -2.55732 1.52084  -0.15
N 0.55254 -4.28794 0.18161  0.07
C 0.03847 -5.15376 -0.85601  -0.11
C -0.21811 -4.36799 -2.13939  -0.27
C -0.65861 -5.01455 -3.28710  -0.02
C -0.89129 -4.26387 -4.42580  -0.05
C -0.69031 -2.89098 -4.38213  -0.04
C -0.25999 -2.33090 -3.19330  -0.16
N -0.01718 -3.05221 -2.09113  0.09
H -1.25589 -4.29228 2.87549  0.10
H -1.17189 -5.57480 1.64815  0.08
H -2.26364 -4.18420 1.43829  0.08
H 1.28304 -3.67076 -0.14709  0.12
H -0.89650 -5.60512 -0.52542  0.12
H 0.73762 -5.96703 -1.05439  0.13
H -0.81807 -6.08614 -3.28229  0.12
H -1.23533 -4.74047 -5.33520  0.12
H -0.86019 -2.26494 -5.24792  0.11
H -0.11671 -1.25762 -3.10357  0.07
C 3.71844 0.69558 -1.58333  -0.19
N 2.93086 -0.51966 -1.87002  -0.09
C 2.69070 -0.56149 -3.32533  -0.18
N 3.93110 -0.55138 -4.09732  -0.08
C 4.68225 0.66014 -3.74963  -0.17
N 4.98114 0.72770 -2.31581  -0.08
C 5.75236 -0.46520 -1.94944  -0.16
N 5.02797 -1.70498 -2.25618  -0.08
C 3.76455 -1.68438 -1.52528  -0.19
C 4.72845 -1.71442 -3.69224  -0.17
H 3.92530 0.73370 -0.51166  0.09
H 3.12817 1.57021 -1.86295  0.11
H 2.08181 0.30092 -3.60712  0.12
H 2.14391 -1.47349 -3.56387  0.10
H 4.09509 1.53588 -4.03243  0.13
H 5.61805 0.66986 -4.30984  0.13
H 5.96717 -0.43484 -0.87974  0.13
H 6.69640 -0.46128 -2.49530  0.13
H 3.97584 -1.66205 -0.45287  0.09
H 3.20445 -2.59441 -1.76060  0.12
H 4.17749 -2.62543 -3.93433  0.13
H 5.66547 -1.71385 -4.25038  0.13
C -5.56799 1.54855 -0.19569  -0.01
C -4.64904 0.42186 -0.52719  -0.29
C -4.88608 -0.92677 -0.67284  0.02
C -3.62989 -1.50487 -0.94583  -0.34
N -2.67915 -0.57595 -0.97285  0.01
N -3.32381 0.58319 -0.71308  0.03
C -3.31702 -2.94468 -1.20555  -0.01
H -6.59842 1.24943 -0.37267  0.09
H -5.35104 2.43026 -0.79905  0.08
H -5.47285 1.82568 0.85528  0.07
H -5.83638 -1.43099 -0.60052  0.12
H -2.80365 1.44769 -0.68226  0.15
H -4.03208 -3.59104 -0.69727  0.09
H -2.31025 -3.17733 -0.86028  0.05
H -3.36293 -3.17143 -2.27390  0.09
N -2.21650 0.42600 -3.86577  0.14
C -1.40570 1.47063 -3.49796  -0.39
C -1.49802 2.71619 -4.14342  -0.02
C -0.62468 3.71509 -3.78624  -0.06
C 0.32317 3.47469 -2.79254  -0.08
C 0.33026 2.22823 -2.21038  -0.17
N -0.50510 1.23137 -2.53880  0.09
H -3.04592 0.64520 -4.38919  0.10
H -2.30789 -0.30830 -3.17778  0.05
H -2.24429 2.86463 -4.91410  0.11
H -0.67439 4.68092 -4.27322  0.11
H 1.03056 4.23417 -2.48914  0.11
H 1.04906 1.99342 -1.42951  0.09



(2)
A 9-piece molecular cluster, C46H52IN14O3S overall at a distorted geometry, computed with ωB97M-V/def2-TZVPD.

Summary:
LUMO, Eh: 0.049
Energy, eV: -94486.228
HOMO, eV: -5.29
Molecular weight, Da: 1007.99
Charge: -1

Each line ends with the Löwdin charge.
Positions of all 117 atoms, in Å:
N 1.57951 -0.91751 -5.86618  0.07
C 0.72654 -0.21675 -4.90169  -0.64
N 1.47057 0.29320 -3.74142  0.09
N -0.19339 -1.20003 -4.35539  0.08
C 0.01963 0.94243 -5.68862  -0.06
C -0.17701 2.16729 -4.82795  -0.11
C 0.74956 3.17364 -4.76905  -0.14
N 1.95565 3.03409 -5.57140  0.12
C 1.82896 3.39087 -6.72148  -0.78
S 1.62210 3.78926 -8.22236  0.73
C 0.56339 4.31336 -3.92382  -0.04
C 1.57946 5.47263 -3.83378  -0.68
O 2.48456 5.49367 -4.69290  -0.04
O 1.37517 6.28523 -2.91149  -0.05
C -0.56373 4.38865 -3.16994  0.05
C -1.55497 3.38344 -3.19391  -0.18
N -2.65014 3.51546 -2.39376  0.14
C -3.51445 2.53526 -2.50718  -0.11
C -3.35126 1.43568 -3.36435  -0.35
C -4.41237 0.35666 -3.45542  -0.16
C -4.76923 0.17869 -4.92402  -0.80
O -4.59339 -0.80300 -5.55894  0.01
I -5.65054 1.94165 -5.82995  0.81
N -2.28757 1.27763 -4.11658  0.19
C -1.35876 2.26554 -4.04039  -0.13
H 2.42448 -0.38271 -6.03940  0.07
H 1.87012 -1.79927 -5.45724  0.06
H 1.58904 -0.46339 -3.07801  0.06
H 2.37119 0.66598 -4.01140  0.08
H -0.44751 -0.95925 -3.40904  0.06
H -1.01817 -1.29881 -4.92737  0.07
H 0.65882 1.16207 -6.53531  0.09
H -0.94460 0.55040 -5.99614  0.10
H -0.69061 5.25133 -2.52793  0.12
H -4.41564 2.58735 -1.89827  0.12
H -5.31732 0.63113 -2.91621  0.11
H -3.99541 -0.60239 -3.14510  0.12
N 2.37176 0.91907 -0.56965  0.03
C 3.02465 1.74146 0.30130  -0.11
C 2.93270 1.18999 1.55296  -0.10
C 2.19250 -0.01652 1.42814  -0.14
C 1.86555 -0.15573 0.10414  -0.18
H 2.27087 1.08539 -1.55724  0.11
H 3.49152 2.64927 -0.04034  0.12
H 3.34345 1.61002 2.45606  0.08
H 1.92412 -0.69946 2.21793  0.07
H 1.30842 -0.92096 -0.41200  0.10
N 2.23390 -4.50744 0.98828  0.01
C 3.10819 -3.51552 1.33859  -0.14
C 3.90283 -3.99712 2.34702  -0.12
C 3.48906 -5.33254 2.61308  -0.11
C 2.46002 -5.61778 1.75631  -0.14
H 1.53135 -4.43088 0.27614  0.14
H 3.08984 -2.55869 0.84414  0.09
H 4.69182 -3.45324 2.84057  0.10
H 3.90041 -6.00359 3.34838  0.09
H 1.87142 -6.51009 1.62901  0.10
N 2.46290 -1.99170 4.81439  0.02
C 2.80629 -0.69083 5.05465  -0.13
C 2.54978 -0.42342 6.37344  -0.11
C 2.03273 -1.61441 6.95319  -0.12
C 1.99521 -2.56343 5.96383  -0.15
H 2.54330 -2.46112 3.92657  0.11
H 3.20143 -0.06811 4.27035  0.09
H 2.71717 0.51981 6.86536  0.07
H 1.72577 -1.75848 7.97611  0.09
H 1.67559 -3.59234 5.97854  0.10
N -4.18587 -2.64111 -7.85588  0.01
C -3.94784 -3.98124 -7.96935  -0.14
C -4.26636 -4.36161 -9.24753  -0.12
C -4.71099 -3.19903 -9.93254  -0.12
C -4.64682 -2.15560 -9.04524  -0.14
H -4.04512 -2.09039 -7.02457  0.09
H -3.57337 -4.54931 -7.13489  0.10
H -4.18794 -5.35933 -9.64656  0.08
H -5.03854 -3.13561 -10.95693  0.08
H -4.88942 -1.11278 -9.15918  0.11
N -3.85900 -0.00930 0.69841  0.01
C -3.75560 0.11260 2.05838  -0.14
C -2.42372 0.21141 2.36814  -0.12
C -1.69554 0.16134 1.14817  -0.10
C -2.60767 0.02424 0.13740  -0.13
H -4.71915 -0.10196 0.19126  0.14
H -4.63221 0.12356 2.68341  0.11
H -2.01505 0.32324 3.35918  0.10
H -0.62614 0.22327 1.03102  0.08
H -2.47519 -0.04581 -0.92940  0.10
N 4.19311 2.85239 7.85060  0.00
C 5.06857 3.27281 6.88709  -0.14
C 6.33658 3.00438 7.32749  -0.11
C 6.22067 2.39433 8.60642  -0.12
C 4.88605 2.31303 8.89983  -0.15
H 3.19449 2.92814 7.79518  0.14
H 4.71560 3.72402 5.97564  0.11
H 7.24626 3.21914 6.79243  0.09
H 7.02505 2.05321 9.23637  0.09
H 4.37245 1.91896 9.75990  0.10
N -2.02185 3.38848 1.78586  0.01
C -1.42231 3.98641 2.85880  -0.16
C -0.69080 5.04787 2.38845  -0.12
C -0.85508 5.08598 0.97597  -0.10
C -1.68815 4.05075 0.63729  -0.12
H -2.60755 2.57326 1.82208  0.10
H -1.56018 3.60575 3.85708  0.10
H -0.09659 5.71784 2.98816  0.08
H -0.41057 5.78855 0.28941  0.09
H -2.06615 3.71567 -0.31808  0.07
N -1.52102 -3.71511 5.87081  0.01
C -2.16504 -4.21373 6.96830  -0.15
C -2.49557 -5.51718 6.70610  -0.12
C -2.02750 -5.81602 5.39775  -0.12
C -1.42983 -4.68343 4.91078  -0.15
H -1.16375 -2.78015 5.78271  0.14
H -2.33194 -3.60188 7.83811  0.10
H -3.01305 -6.18254 7.37687  0.09
H -2.11846 -6.75382 4.87559  0.09
H -0.94915 -4.48474 3.96786  0.10



- The lowest HOMO belongs to which entry?
  C46H52IKN10OP